1.
A cluster of 2 separate species, C11H23FN2O4P in total. Source: the Open Molecules 2025 dataset; level of theory: the ωB97M-V functional and the def2-TZVPD basis.

2S+1	1
lowest unoccupied orbital energy	-3.162	eV
total charge	+1

Atoms and positions in Å:
C  5.353  0.914  -2.471
C  4.333  2.029  -2.791
F  4.701  2.739  -3.920
C  2.908  1.495  -2.937
C  2.403  0.236  -2.785
N  1.033  0.318  -2.988
C  0.736  1.597  -3.265
N  1.828  2.329  -3.253
H  4.835  0.197  -1.816
H  6.181  1.363  -1.903
H  5.760  0.449  -3.377
H  4.289  2.716  -1.925
H  2.967  -0.657  -2.531
H  0.340  -0.421  -2.949
H  -0.293  1.911  -3.442
H  1.868  3.330  -3.410
O  -2.004  -0.964  -0.526
P  -1.663  -1.342  0.888
O  -3.073  -1.028  1.654
C  -4.159  -1.954  1.501
C  -3.912  -3.256  2.242
O  -0.768  0.006  1.244
C  -0.242  0.816  0.208
C  -1.180  1.969  -0.085
O  -0.999  -2.138  2.159
C  -0.477  -1.494  3.338
C  -1.447  -0.623  4.104
H  -4.339  -2.141  0.439
H  -5.045  -1.465  1.906
H  -3.089  -3.817  1.792
H  -4.803  -3.884  2.218
H  -3.644  -3.066  3.282
H  -0.046  0.242  -0.694
H  0.722  1.208  0.545
H  -2.222  1.659  -0.156
H  -0.902  2.465  -1.019
H  -1.136  2.703  0.722
H  0.429  -0.945  3.086
H  -0.163  -2.310  3.992
H  -1.737  0.263  3.541
H  -0.983  -0.282  5.031
H  -2.359  -1.167  4.349

These are the Löwdin partial charges, in e, on atoms 1 to 5: atom 1 (C): -0.009, atom 2 (C): -0.310, atom 3 (F): 0.013, atom 4 (C): -0.128, atom 5 (C): 0.026


2.
A structure of composition C25H28N3OPPdS4. Source: the Open Molecules 2025 dataset; level of theory: the ωB97M-V functional and the def2-TZVPD basis.

2S+1	1
lowest unoccupied orbital energy	-0.333	eV

Atoms and positions in Å:
Pd  0.491  1.643  0.090
N  -3.074  2.233  1.634
C  -2.911  1.160  2.465
C  -3.671  1.114  3.647
C  -3.648  0.022  4.480
C  -2.863  -1.082  4.162
C  -2.098  -1.047  3.015
C  -2.077  0.062  2.154
P  -1.067  -0.001  0.630
C  -2.249  -0.405  -0.686
C  -1.884  -0.149  -2.006
C  -2.736  -0.497  -3.044
C  -3.961  -1.084  -2.765
C  -4.337  -1.324  -1.450
C  -3.483  -0.987  -0.411
C  -0.124  -1.551  0.872
C  0.804  -1.606  1.918
C  1.583  -2.733  2.109
C  1.451  -3.822  1.253
C  0.534  -3.777  0.217
C  -0.255  -2.646  0.027
H  -3.550  3.029  2.026
H  -2.350  2.490  0.971
H  -4.296  1.967  3.887
H  -4.250  0.024  5.379
H  -2.849  -1.957  4.797
H  -1.507  -1.917  2.775
H  -0.942  0.343  -2.215
H  -2.450  -0.292  -4.067
H  -4.632  -1.345  -3.574
H  -5.299  -1.770  -1.232
H  -3.778  -1.170  0.615
H  0.903  -0.758  2.589
H  2.291  -2.766  2.927
H  2.063  -4.703  1.400
H  0.424  -4.624  -0.448
H  -0.973  -2.622  -0.783
O  -0.037  8.272  -1.438
C  0.070  7.100  -1.206
S  1.584  6.319  -0.703
C  0.935  4.702  -0.550
C  -0.349  4.536  -0.830
S  -1.094  2.963  -0.846
S  -1.276  5.944  -1.298
S  1.970  3.392  -0.083
C  4.555  -1.330  -0.591
C  3.770  -0.545  -1.639
C  2.744  -1.453  -2.330
C  4.721  0.038  -2.680
N  3.148  0.623  -0.991
N  2.216  0.292  0.041
H  5.149  -2.107  -1.074
H  3.894  -1.824  0.126
H  5.229  -0.665  -0.048
H  3.247  -2.291  -2.816
H  2.193  -0.900  -3.094
H  2.024  -1.886  -1.630
H  5.237  -0.761  -3.213
H  5.459  0.680  -2.200
H  4.174  0.634  -3.413
H  2.651  1.186  -1.672
H  2.725  0.268  0.919
H  1.830  -0.639  -0.097

These are the Löwdin partial charges, in e, on atoms 1 to 5: atom 1 (Pd): 0.283, atom 2 (N): 0.112, atom 3 (C): -0.322, atom 4 (C): -0.038, atom 5 (C): -0.085


3.
A cluster of 2 separate species, C2H5O2 in total. Source: the Open Molecules 2025 dataset; level of theory: the ωB97M-V functional and the def2-TZVPD basis.

2S+1	1
lowest unoccupied orbital energy	3.955	eV
total charge	-1

Atoms and positions in Å:
O  -0.903  0.093  -2.290
H  -1.341  -0.683  -1.948
C  -0.856  -0.170  0.647
C  0.395  0.204  0.389
O  1.378  0.024  1.481
H  -1.352  -0.719  -0.132
H  -1.308  0.162  1.583
H  0.849  0.474  -0.557
H  2.017  -0.434  0.946

These are the Löwdin partial charges, in e, on atoms 1 to 5: atom 1 (O): -0.620, atom 2 (H): -0.222, atom 3 (C): -0.021, atom 4 (C): -0.206, atom 5 (O): -0.122


4.
A cluster of 4 separate species, C19H35NO7 in total. Source: the Open Molecules 2025 dataset; level of theory: the ωB97M-V functional and the def2-TZVPD basis.

2S+1	1
lowest unoccupied orbital energy	0.308	eV

Atoms and positions in Å:
C  -1.136  -4.252  -0.468
C  -2.747  -4.408  -0.726
O  -3.228  -4.141  -1.962
N  -3.773  -4.875  0.297
C  -3.213  -6.092  1.007
C  -4.034  -3.749  1.319
C  -5.279  -2.784  0.869
C  -4.791  -1.317  0.235
C  -4.379  -0.308  1.446
C  -2.848  0.246  1.457
C  -1.702  -0.359  0.464
O  -1.332  0.859  -0.327
C  -1.513  1.952  0.677
O  -0.626  2.874  1.070
O  -2.905  1.685  1.135
H  -0.594  -4.849  -1.341
H  -0.761  -4.693  0.566
H  -0.728  -3.152  -0.527
H  -2.359  -6.613  0.377
H  -2.785  -5.774  2.060
H  -4.103  -6.875  1.099
H  -3.064  -3.168  1.621
H  -4.399  -4.324  2.300
H  -6.017  -3.309  0.103
H  -5.921  -2.532  1.837
H  -5.781  -0.870  -0.260
H  -4.022  -1.424  -0.637
H  -5.089  0.649  1.373
H  -4.696  -0.829  2.473
H  -2.404  0.015  2.537
H  -0.749  -0.656  1.119
H  -1.888  -1.344  -0.139
C  2.018  5.253  -2.472
C  1.132  4.055  -2.685
O  1.182  3.401  -3.725
C  0.183  3.687  -1.575
H  2.649  5.400  -3.354
H  1.405  6.147  -2.328
H  2.662  5.090  -1.604
H  -0.511  4.511  -1.392
H  0.746  3.454  -0.668
H  -0.392  2.803  -1.868
C  6.634  6.010  -1.984
C  5.639  7.134  -1.867
O  4.674  7.055  -1.109
C  5.871  8.357  -2.713
H  6.339  5.194  -1.316
H  6.650  5.634  -3.010
H  7.627  6.361  -1.691
H  5.853  8.085  -3.771
H  6.830  8.812  -2.453
H  5.075  9.085  -2.524
C  2.404  -2.961  2.849
C  2.082  -4.281  2.201
O  0.919  -4.623  1.990
C  3.238  -5.167  1.820
H  1.473  -2.428  3.069
H  2.940  -3.129  3.786
H  3.004  -2.351  2.171
H  3.811  -5.433  2.712
H  3.876  -4.655  1.096
H  2.855  -6.086  1.363

These are the Löwdin partial charges, in e, on atoms 1 to 5: atom 1 (C): -0.041, atom 2 (C): -0.302, atom 3 (O): -0.048, atom 4 (N): -0.170, atom 5 (C): -0.121


5.
A cluster of 8 separate species, C19H52F3NO21S7 in total. Source: the Open Molecules 2025 dataset; level of theory: the ωB97M-V functional and the def2-TZVPD basis.

2S+1	1
lowest unoccupied orbital energy	0.134	eV

Atoms and positions in Å:
N  10.155  -26.540  -13.587
H  9.531  -26.492  -14.380
H  11.086  -26.318  -13.908
H  10.195  -27.473  -13.202
H  9.880  -25.870  -12.884
C  9.076  -21.883  -11.018
F  9.998  -22.076  -10.073
F  7.817  -22.374  -10.782
F  9.030  -20.642  -11.345
S  9.787  -22.782  -12.593
O  8.911  -22.471  -13.767
O  11.121  -22.202  -12.740
O  9.755  -24.230  -12.261
O  7.519  -26.442  -14.406
S  6.072  -26.747  -14.568
O  5.197  -25.926  -15.405
O  5.931  -28.265  -15.138
C  4.683  -28.745  -15.524
C  4.872  -29.982  -16.449
C  5.309  -26.884  -12.845
H  4.230  -27.917  -16.070
H  4.062  -29.060  -14.686
H  5.300  -29.744  -17.422
H  3.915  -30.441  -16.699
H  5.439  -30.715  -15.875
H  4.226  -26.868  -12.967
H  5.739  -25.959  -12.461
H  5.708  -27.762  -12.338
O  12.626  -29.733  -11.355
S  13.126  -29.256  -12.662
O  12.465  -28.157  -13.345
O  14.743  -28.938  -12.611
C  15.371  -28.365  -13.786
C  16.722  -28.997  -13.888
C  13.091  -30.702  -13.794
H  15.404  -27.280  -13.690
H  14.861  -28.589  -14.723
H  17.201  -28.900  -14.863
H  16.729  -30.032  -13.549
H  17.282  -28.487  -13.104
H  12.312  -30.535  -14.538
H  12.973  -31.617  -13.214
H  14.046  -30.806  -14.308
O  12.949  -24.777  -16.953
S  13.043  -24.630  -15.499
O  12.190  -25.430  -14.637
O  14.657  -24.777  -14.999
C  15.793  -24.121  -15.667
C  17.021  -24.959  -15.211
C  12.758  -22.864  -15.098
H  15.913  -23.093  -15.324
H  15.622  -24.190  -16.742
H  17.006  -25.055  -14.126
H  17.951  -24.623  -15.670
H  16.861  -25.989  -15.531
H  13.252  -22.353  -15.924
H  13.152  -22.680  -14.098
H  11.701  -22.603  -15.042
O  9.504  -27.076  -16.351
S  10.246  -28.134  -17.043
O  11.262  -28.893  -16.330
O  9.137  -29.106  -17.843
C  7.963  -28.510  -18.312
C  7.211  -29.325  -19.331
C  11.113  -27.433  -18.503
H  8.177  -27.510  -18.688
H  7.292  -28.454  -17.455
H  6.224  -28.955  -19.608
H  7.068  -30.344  -18.972
H  7.730  -29.349  -20.290
H  11.784  -28.196  -18.897
H  11.718  -26.587  -18.177
H  10.330  -27.170  -19.215
O  9.903  -24.651  -18.556
S  8.665  -23.966  -18.155
O  8.239  -22.781  -18.890
O  7.402  -25.018  -18.304
C  6.043  -24.587  -18.450
C  5.196  -25.829  -18.750
C  8.652  -23.646  -16.390
H  6.025  -23.837  -19.240
H  5.623  -24.170  -17.535
H  5.516  -26.217  -19.717
H  4.146  -25.652  -18.979
H  5.447  -26.622  -18.045
H  7.645  -23.509  -15.995
H  9.263  -22.751  -16.271
H  9.174  -24.500  -15.959
O  9.418  -29.009  -12.883
S  8.484  -30.091  -12.483
O  7.166  -29.780  -11.948
O  8.329  -31.228  -13.700
C  8.255  -30.771  -15.000
C  7.878  -32.015  -15.744
C  9.411  -31.161  -11.240
H  9.244  -30.426  -15.301
H  7.581  -29.938  -15.203
H  8.573  -32.840  -15.590
H  7.827  -31.842  -16.819
H  6.874  -32.218  -15.372
H  10.012  -31.885  -11.791
H  8.673  -31.723  -10.669
H  10.060  -30.670  -10.515

These are the Löwdin partial charges, in e, on atoms 1 to 5: atom 1 (N): 0.268, atom 2 (H): 0.047, atom 3 (H): 0.024, atom 4 (H): 0.049, atom 5 (H): 0.067


| no. | E (hartree) | HOMO-LUMO gap (eV) | HOMO level (eV) |
| --- | --- | --- | --- |
| 1 | -1284.4175 | 9.31 | -12.5 |
| 2 | -3271.0200 | 6.58 | -6.9 |
| 3 | -229.5755 | 6.17 | -2.2 |
| 4 | -1326.1232 | 9.34 | -9.0 |
| 5 | -5476.7094 | 8.89 | -8.8 |